--- 1 ---
Computed, not measured: a 2-piece molecular cluster, C4H3I overall, with ωB97M-V/def2-TZVPD.

Calculated values
* Kohn-Sham gap: 10.420 eV
* E_LUMO: 0.72 eV
* highest occupied orbital energy: -9.7 eV
* structure (SMILES): C#CC#C.I

Structure (ORCA input):
```
! RIJCOSX wB97M-V def2-TZVPD def2/J DEFGRID3
* xyz 0 1
C 0.36792 -0.40392 2.06041
C -0.10228 -0.71253 0.95400
C -1.82091 -0.81336 -0.98424
C -0.95273 -0.56042 -0.17981
I 1.94979 1.06708 -1.82900
H 0.80817 -0.22688 3.00137
H -2.63239 -0.88491 -1.54014
H 2.38242 2.53495 -1.48258
*
```

--- 2 ---
Computed, not measured: a 2-piece molecular cluster, C4H3I overall, with ωB97M-V/def2-TZVPD.

Calculated values
* Kohn-Sham gap: 9.777 eV
* E_LUMO: 0.13 eV
* highest occupied orbital energy: -9.6 eV
* structure (SMILES): C#CI.C#C

Structure (ORCA input):
```
! RIJCOSX wB97M-V def2-TZVPD def2/J DEFGRID3
* xyz 0 1
C -1.54019 -0.90185 0.59812
C 1.72285 0.98015 -0.02117
C -1.45251 -1.64505 -0.32953
C 0.81435 1.80424 -0.11201
I 3.40755 -0.20597 0.06389
H -1.12894 -0.37571 1.41828
H -1.83694 -2.07578 -1.19989
H 0.01382 2.41995 -0.41769
*
```

Verdict on stability: 1 comes out on top.

--- 1 ---
Computed, not measured: a 4-piece molecular cluster, CH11N2O3 overall, with ωB97M-V/def2-TZVPD.

Calculated values
* Kohn-Sham gap: 12.049 eV
* E_LUMO: -3.13 eV
* highest occupied orbital energy: -15.2 eV

Structure (ORCA input):
```
! RIJCOSX wB97M-V def2-TZVPD def2/J DEFGRID3
* xyz 1 1
N 0.66516 0.09449 -0.53392
C 0.58741 -1.16510 -0.86227
N -0.29176 -1.99512 -0.33241
H -0.15370 0.35648 0.00889
H 1.20712 0.77291 -1.07630
H 1.22379 -1.54594 -1.65279
H -0.31751 -2.90028 -0.77655
H -1.13166 -1.73063 0.17395
H 2.34405 2.64342 -2.41031
H 3.13106 1.44828 -2.60921
O 2.30834 1.71289 -2.19152
H -3.14030 -0.21989 0.51661
H -2.05872 0.46453 1.41063
O -2.19710 -0.08592 0.62560
H -0.54542 0.53483 2.49085
H -0.66301 0.61009 4.01862
O -0.96774 1.00494 3.20012
*
```

--- 2 ---
Computed, not measured: a 4-piece molecular cluster, CH11N2O3 overall, with ωB97M-V/def2-TZVPD.

Calculated values
* Kohn-Sham gap: 10.081 eV
* E_LUMO: -3.68 eV
* highest occupied orbital energy: -13.8 eV

Structure (ORCA input):
```
! RIJCOSX wB97M-V def2-TZVPD def2/J DEFGRID3
* xyz 1 1
N -2.31970 1.09996 -0.19525
C -2.29742 0.32385 -1.26338
N -1.89605 -0.93968 -1.19085
H -1.85426 0.65491 0.56920
H -3.06565 1.71454 -0.00569
H -2.46198 0.71617 -2.24794
H -1.26971 -1.26295 -1.94868
H -1.59493 -1.23538 -0.25275
H 5.79332 1.47668 1.30499
H 4.67011 2.34514 1.76395
O 5.02378 1.97400 0.92193
H -0.75127 -3.07610 1.22257
H -0.66361 -1.82630 1.92093
O -1.00245 -2.14817 1.02158
H 1.39354 -0.57933 -1.01645
H 1.44698 0.64602 -0.02582
O 0.84929 0.11663 -0.57834
*
```

Verdict on stability: 1 comes out on top.

--- 1 ---
Computed, not measured: an isolated ion of composition CH3ClNO2S and charge -1, with ωB97M-V/def2-TZVPD.

Calculated values
* Kohn-Sham gap: 6.986 eV
* E_LUMO: 3.69 eV
* highest occupied orbital energy: -3.3 eV
* structure (SMILES): N[S@@](=O)([O-])=CCl

Structure (ORCA input):
```
! RIJCOSX wB97M-V def2-TZVPD def2/J DEFGRID3
* xyz -1 1
C 1.17766 0.34818 -0.91358
N -1.36102 0.29370 0.54652
O 0.12019 -1.77873 0.78190
O -0.78382 -1.23516 -1.29388
S -0.13609 -0.69771 -0.14196
Cl 1.72318 1.63322 0.25489
H 2.18120 -0.23734 -0.86361
H -1.33655 0.50377 1.52359
H -1.58475 1.17009 0.10614
*
```

--- 2 ---
Computed, not measured: an isolated ion of composition CH3ClNO2S and charge -1, with ωB97M-V/def2-TZVPD.

Calculated values
* Kohn-Sham gap: 7.904 eV
* E_LUMO: 3.82 eV
* highest occupied orbital energy: -4.1 eV

Structure (ORCA input):
```
! RIJCOSX wB97M-V def2-TZVPD def2/J DEFGRID3
* xyz -1 1
C -0.81957 0.17586 -0.06933
N 0.35900 -0.25005 0.47674
O 2.58110 -1.20525 0.36842
O -2.02919 -0.30083 0.53396
S 1.56060 -0.66400 -0.48624
Cl 2.54020 1.27421 -1.05103
H -0.94518 1.32943 -0.11931
H -0.93059 -0.30950 -1.09320
H -2.31638 -0.04986 1.43999
*
```

Verdict on stability: 2 comes out on top.

--- 1 ---
Computed, not measured: an isolated ion of composition C4H7N4 and charge +1, with ωB97M-V/def2-TZVPD.

Calculated values
* Kohn-Sham gap: 8.198 eV
* E_LUMO: -5.98 eV
* highest occupied orbital energy: -14.2 eV

Structure (ORCA input):
```
! RIJCOSX wB97M-V def2-TZVPD def2/J DEFGRID3
* xyz 1 1
C 1.88393 -1.12050 -0.84957
C 0.83870 0.49936 0.13767
C -1.50334 -0.07465 -0.31552
C -0.48316 0.34444 0.68234
N 2.98655 1.33678 0.14076
N 3.59262 0.12894 0.06630
N 3.01163 -0.85738 -0.50923
N 1.78061 1.24373 0.28776
H 1.61292 -1.79088 -1.67734
H -1.14955 -0.86031 -0.88400
H -1.89120 0.72211 -0.86101
H -2.26734 -0.47765 0.28464
H -0.45117 -0.44014 1.51816
H -0.80004 1.31175 1.17687
H 4.46375 -0.08338 0.68696
*
```

--- 2 ---
Computed, not measured: a 2-piece molecular cluster, C4H7N4 overall, with ωB97M-V/def2-TZVPD.

Calculated values
* Kohn-Sham gap (spin up / spin down): 9.885 / 7.721 eV
* E_LUMO (spin up / spin down): -4.40 / -7.00 eV
* highest occupied orbital energy (spin up / spin down): -14.3 / -14.7 eV

Structure (ORCA input):
```
! RIJCOSX wB97M-V def2-TZVPD def2/J DEFGRID3
* xyz 1 1
C -1.72974 -0.86410 -0.34199
C 0.92396 1.86250 0.03976
C -0.84052 -0.94465 0.88601
C 0.47426 -0.30252 0.29714
N -1.26588 -0.20816 -1.32610
N 0.37897 1.55233 -1.10722
N 1.00718 0.84934 0.97609
N 0.00252 0.28101 -1.03664
H -2.66199 -1.34387 -0.66907
H 1.32064 2.90082 0.03595
H -1.00788 -0.45606 1.85943
H -0.57914 -2.02078 1.01892
H 1.12068 -1.06993 0.26739
H 1.84286 0.78565 1.54452
H 1.01409 -1.02158 -2.44419
*
```

Verdict on stability: 2 comes out on top.